Formula: C44H68ClF3N3O6PS7Si
Source: the Open Molecules 2025 dataset
Level of theory: ωB97M-V/def2-TZVPD

Geometry (Å):
C: 2.943 4.077 -5.644
C: 1.469 3.587 -6.233
S: 1.800 2.322 -7.579
C: 0.715 0.804 -7.404
C: 0.740 0.109 -5.911
C: 1.909 0.533 -4.806
C: 1.961 -0.197 -3.335
C: 0.833 -1.339 -3.009
C: -0.395 -1.789 -4.049
C: -0.421 -1.032 -5.540
C: -1.559 -1.442 -6.647
C: -1.221 -2.892 -7.394
C: 0.381 -3.147 -7.637
F: 0.481 -4.084 -8.818
N: -1.431 -2.844 -3.755
C: -2.680 -2.317 -3.106
F: -3.008 -3.272 -1.983
F: -3.858 -2.430 -4.046
C: -2.570 -0.836 -2.420
C: -2.913 0.417 -3.474
Si: -3.621 1.984 -2.611
C: -4.680 1.652 -1.039
C: -4.843 2.803 -3.913
C: -2.316 3.345 -2.199
C: -2.380 4.054 -0.698
C: -1.325 5.271 -0.247
C: -0.174 5.816 -1.284
C: -0.091 5.121 -2.767
C: -1.147 3.904 -3.215
C: -0.865 -4.071 -3.080
C: -1.354 -5.598 -3.559
N: -2.403 -5.823 -4.662
C: -0.682 -6.944 -2.841
C: 0.492 -6.850 -1.656
P: 1.300 -8.439 -0.879
O: 3.062 -8.371 -1.097
Cl: 0.613 -10.148 -2.015
C: 0.942 -5.350 -1.171
C: 2.058 -5.028 0.022
C: 1.466 -4.520 1.487
C: 2.719 -4.218 2.554
C: 4.217 -4.482 1.971
N: 4.689 -4.914 0.625
C: 3.624 -5.202 -0.377
C: 0.269 -4.031 -1.893
S: 0.833 -2.289 -1.350
H: 3.772 3.511 -6.288
H: 3.123 3.754 -4.524
H: 3.057 5.257 -5.762
H: 0.849 3.067 -5.377
H: 0.816 4.489 -6.639
H: 1.165 -0.014 -8.147
H: -0.361 1.046 -7.806
H: 2.734 1.351 -5.020
H: 2.816 0.093 -2.560
H: -1.719 -0.633 -7.483
H: -2.581 -1.589 -6.097
H: -1.633 -3.814 -6.793
H: -1.732 -2.920 -8.472
H: 0.914 -3.731 -6.749
H: 0.973 -2.183 -7.954
H: -3.449 -0.782 -1.614
H: -1.582 -0.646 -1.802
H: -1.865 0.741 -3.945
H: -3.651 0.107 -4.328
H: -5.536 0.875 -1.239
H: -3.936 1.343 -0.180
H: -5.191 2.667 -0.674
H: -5.836 3.107 -3.340
H: -5.092 1.989 -4.722
H: -4.404 3.776 -4.396
H: -3.163 3.745 0.132
H: -1.376 5.780 0.818
H: 0.579 6.698 -1.013
H: 0.692 5.479 -3.569
H: -1.064 3.434 -4.288
H: -2.578 -6.866 -4.770
H: -3.328 -5.469 -4.273
H: -0.996 -8.046 -3.172
H: 3.286 -7.920 -1.964
H: 0.335 -4.371 1.744
H: 2.494 -3.837 3.661
H: 5.089 -4.294 2.769
H: 3.897 -5.545 -1.487
C: -2.138 10.142 2.006
S: -1.847 8.940 0.686
O: -1.417 7.656 1.332
C: -0.365 9.742 0.029
H: -3.009 9.821 2.583
H: -1.267 10.193 2.664
H: -2.336 11.123 1.569
H: 0.396 9.818 0.809
H: -0.623 10.737 -0.342
H: 0.021 9.138 -0.795
C: 5.152 -7.995 5.507
S: 4.380 -6.393 5.170
O: 5.467 -5.450 4.746
C: 3.975 -6.018 6.892
H: 5.520 -8.408 4.565
H: 5.988 -7.868 6.199
H: 4.411 -8.674 5.934
H: 4.884 -6.015 7.498
H: 3.273 -6.764 7.273
H: 3.509 -5.030 6.932
C: 3.061 12.001 -0.412
S: 2.649 11.787 1.336
O: 1.192 12.103 1.498
C: 3.585 13.220 1.922
H: 2.548 11.227 -0.988
H: 2.732 12.985 -0.756
H: 4.140 11.897 -0.549
H: 3.224 14.128 1.434
H: 4.646 13.075 1.708
H: 3.443 13.309 3.002
C: -0.123 -3.503 7.573
S: 0.392 -4.570 8.940
O: 1.730 -5.145 8.583
C: -0.848 -5.855 8.647
H: 0.544 -2.638 7.536
H: -0.061 -4.048 6.628
H: -1.147 -3.161 7.742
H: -0.741 -6.254 7.636
H: -1.848 -5.435 8.781
H: -0.694 -6.658 9.372
C: -2.674 -3.697 12.481
S: -3.593 -3.624 10.925
O: -2.652 -4.020 9.826
C: -3.748 -1.822 10.887
H: -2.430 -4.741 12.692
H: -1.750 -3.120 12.397
H: -3.292 -3.300 13.289
H: -2.757 -1.362 10.901
H: -4.331 -1.488 11.748
H: -4.266 -1.537 9.968

Cartesian forces (eV/Å) of the 3 atoms listed first:
0.172 -0.120 -0.547
-0.592 0.263 1.435
-0.342 -0.318 0.295

As for the LUMO energy: -0.596 eV. Its frontier orbital gap is 7.38 eV. The largest force on an atom comes out at 6.226 eV/A. The value obtained for the HOMO energy is -8.0 eV.



Formula: C44H71N11
Source: the Open Molecules 2025 dataset
Level of theory: ωB97M-V/def2-TZVPD

Geometry (Å):
C: 2.075 -4.061 5.932
C: 1.233 -3.536 4.797
C: 2.022 -3.325 3.455
C: 2.401 -4.655 2.937
N: 2.604 -5.686 2.541
H: 1.624 -3.915 6.913
H: 3.021 -3.542 5.779
H: 2.220 -5.114 5.692
H: 0.719 -2.611 5.055
H: 0.377 -4.181 4.597
H: 2.975 -2.849 3.688
H: 1.370 -2.670 2.878
C: 6.567 3.686 1.660
C: 5.052 3.330 2.156
C: 4.413 4.530 2.866
C: 2.938 4.337 2.989
N: 1.821 4.280 3.117
H: 6.971 4.389 2.388
H: 6.504 4.188 0.694
H: 7.238 2.829 1.721
H: 5.076 2.385 2.699
H: 4.437 2.912 1.360
H: 4.586 5.450 2.307
H: 4.856 4.696 3.848
C: -4.239 -3.020 1.306
C: -3.878 -2.425 2.719
C: -3.569 -3.424 3.834
C: -2.638 -3.050 4.885
N: -1.901 -2.685 5.697
H: -3.452 -3.678 0.938
H: -4.294 -2.216 0.571
H: -5.198 -3.531 1.229
H: -4.730 -1.816 3.020
H: -3.028 -1.745 2.672
H: -3.205 -4.342 3.373
H: -4.479 -3.785 4.313
C: -0.153 -7.103 -3.330
C: 0.875 -6.558 -2.400
C: 0.305 -5.270 -1.606
C: -0.984 -5.428 -0.931
N: -2.015 -5.538 -0.430
H: 0.244 -7.877 -3.986
H: -0.388 -6.390 -4.120
H: -1.115 -7.452 -2.954
H: 1.736 -6.240 -2.988
H: 1.201 -7.349 -1.725
H: 0.283 -4.341 -2.176
H: 1.055 -4.997 -0.864
C: 4.349 0.513 -1.531
C: 4.682 0.808 -2.986
C: 5.550 2.153 -3.227
C: 5.121 3.238 -2.258
N: 4.809 4.117 -1.545
H: 3.786 -0.419 -1.482
H: 3.646 1.267 -1.176
H: 5.151 0.385 -0.804
H: 3.729 0.893 -3.507
H: 5.212 0.102 -3.625
H: 5.434 2.455 -4.267
H: 6.608 1.929 -3.090
C: 1.584 5.892 -0.852
C: 0.244 5.037 -0.705
C: -0.525 5.174 0.656
C: -0.825 6.589 1.084
N: -1.049 7.717 1.424
H: 1.530 6.977 -0.947
H: 2.139 5.567 -1.731
H: 2.228 5.634 -0.011
H: 0.386 3.977 -0.912
H: -0.486 5.297 -1.471
H: -0.096 4.735 1.557
H: -1.505 4.730 0.480
C: -0.021 -2.824 -6.972
C: -0.040 -2.107 -5.596
C: 0.707 -0.782 -5.572
C: 0.845 -0.161 -4.191
N: 0.919 0.394 -3.178
H: 0.953 -3.177 -7.309
H: -0.577 -2.373 -7.795
H: -0.497 -3.790 -6.803
H: 0.243 -2.764 -4.774
H: -1.091 -1.961 -5.347
H: 0.131 0.065 -5.945
H: 1.642 -0.816 -6.131
C: 1.449 1.303 0.543
C: 0.301 0.616 1.316
C: -0.368 -0.556 0.481
C: 0.166 -1.938 0.487
N: 0.488 -3.003 0.456
H: 1.140 1.408 -0.497
H: 2.406 0.790 0.452
H: 1.606 2.336 0.854
H: -0.525 1.327 1.352
H: 0.460 0.371 2.366
H: -0.508 -0.319 -0.574
H: -1.397 -0.752 0.781
N: -4.848 3.319 -0.541
C: -4.278 2.222 0.033
C: -3.125 1.968 -0.510
C: -2.816 3.020 -1.386
C: -4.009 3.750 -1.474
H: -5.797 3.578 -0.309
H: -4.799 1.616 0.759
H: -2.430 1.167 -0.305
H: -1.972 3.159 -2.047
H: -4.285 4.471 -2.229
N: -4.060 -2.896 -2.570
C: -4.566 -1.660 -2.647
C: -3.552 -0.798 -2.534
C: -2.359 -1.551 -2.558
C: -2.709 -2.892 -2.634
H: -4.686 -3.684 -2.488
H: -5.613 -1.508 -2.861
H: -3.843 0.238 -2.626
H: -1.353 -1.160 -2.594
H: -2.143 -3.809 -2.553
N: -4.178 3.800 2.709
C: -3.013 3.055 2.857
C: -2.720 2.839 4.203
C: -3.731 3.467 4.891
C: -4.612 4.122 3.998
H: -4.460 4.285 1.869
H: -2.424 2.720 2.016
H: -1.951 2.273 4.707
H: -3.879 3.474 5.961
H: -5.453 4.746 4.264

Cartesian forces (eV/Å) of the 3 atoms listed first:
0.123 -0.155 -1.105
-0.931 0.549 -0.575
-0.163 -0.664 1.912

As for the LUMO energy (spin up / spin down): 1.975 / 1.889 eV. Its frontier orbital gap (spin up / spin down) is 1.55 / 8.29 eV. As for the spin multiplicity: 2. The largest force on an atom comes out at 5.636 eV/A. The net charge is -1. Its expectation value of S² is 0.750. The value obtained for the HOMO energy (spin up / spin down) is 0.4 / -6.4 eV.



Formula: C44H73FN2O23
Source: the Open Molecules 2025 dataset
Level of theory: ωB97M-V/def2-TZVPD

Geometry (Å):
C: 6.391 0.195 1.125
C: 5.579 0.608 0.026
C: 4.512 1.028 -1.192
C: 3.036 0.427 -0.683
C: 2.648 0.828 0.894
C: 1.260 0.279 1.567
C: 0.303 -0.661 0.627
C: 0.631 -1.036 -0.935
C: 2.044 -0.478 -1.631
C: 2.486 -0.783 -3.191
C: 1.386 -1.748 -4.000
C: 1.342 -3.288 -3.394
F: -0.082 -3.698 -3.214
C: -0.931 -1.057 1.631
O: -2.104 -1.550 1.212
N: -0.440 -0.690 3.029
C: 0.361 -1.731 3.779
N: 0.443 -3.085 3.109
C: 1.254 -3.940 4.105
C: 0.583 0.466 3.047
O: 0.815 1.359 4.034
H: 6.633 -0.300 2.185
H: 4.501 2.195 -1.291
H: 4.862 0.458 -2.155
H: 3.349 1.502 1.553
H: -0.100 -1.716 -1.549
H: 2.424 0.268 -3.751
H: 3.593 -1.147 -3.319
H: 1.770 -1.858 -5.121
H: 0.327 -1.242 -4.077
H: 1.787 -3.201 -2.291
H: 1.980 -4.047 -4.019
H: 1.480 -1.334 3.899
H: -0.061 -1.775 4.891
H: 1.125 -2.970 2.301
H: 1.159 -5.092 3.899
H: 0.889 -3.721 5.218
H: 2.398 -3.617 4.080
C: -2.413 -4.943 -1.610
C: -3.737 -4.347 -1.163
O: -4.767 -4.608 -2.124
C: -5.287 -5.862 -2.105
O: -4.959 -6.761 -1.344
O: -6.210 -5.952 -3.092
C: -6.761 -7.259 -3.246
H: -2.155 -4.599 -2.617
H: -1.611 -4.664 -0.922
H: -2.463 -6.036 -1.653
H: -3.637 -3.260 -1.092
H: -4.030 -4.710 -0.171
H: -7.157 -7.639 -2.298
H: -6.001 -7.938 -3.646
H: -7.584 -7.199 -3.962
C: -4.479 -2.822 5.365
C: -4.313 -4.182 6.022
O: -4.990 -5.199 5.275
C: -4.355 -5.627 4.153
O: -3.273 -5.228 3.747
O: -5.140 -6.550 3.549
C: -4.631 -7.007 2.297
H: -5.538 -2.599 5.202
H: -4.041 -2.036 5.986
H: -3.995 -2.794 4.384
H: -4.772 -4.161 7.016
H: -3.256 -4.439 6.160
H: -3.601 -7.365 2.392
H: -4.693 -6.203 1.555
H: -5.254 -7.838 1.959
C: -1.190 2.546 5.446
C: -1.676 3.978 5.298
O: -2.207 4.470 6.535
C: -1.290 4.842 7.464
O: -0.076 4.801 7.327
O: -1.952 5.240 8.576
C: -1.096 5.562 9.671
H: -1.982 1.910 5.854
H: -0.871 2.144 4.481
H: -0.345 2.483 6.140
H: -2.491 4.009 4.568
H: -0.884 4.638 4.926
H: -0.335 6.294 9.380
H: -0.627 4.650 10.056
H: -1.707 5.998 10.464
C: 13.104 -0.075 -0.775
C: 11.780 0.521 -0.328
O: 10.749 0.260 -1.289
C: 10.230 -0.994 -1.270
O: 10.557 -1.893 -0.509
O: 9.306 -1.084 -2.257
C: 8.755 -2.391 -2.411
H: 13.361 0.269 -1.782
H: 13.906 0.204 -0.087
H: 13.054 -1.168 -0.818
H: 11.879 1.608 -0.258
H: 11.487 0.158 0.664
H: 8.359 -2.771 -1.463
H: 9.515 -3.070 -2.811
H: 7.933 -2.331 -3.128
C: -5.616 5.449 3.500
C: -4.471 6.147 2.786
O: -4.162 5.493 1.550
C: -5.007 5.753 0.519
O: -5.980 6.491 0.560
O: -4.601 5.032 -0.553
C: -5.470 5.137 -1.679
H: -5.401 4.383 3.623
H: -5.787 5.894 4.484
H: -6.545 5.521 2.925
H: -3.571 6.091 3.407
H: -4.683 7.210 2.621
H: -5.646 6.183 -1.951
H: -6.416 4.628 -1.467
H: -4.991 4.638 -2.526
C: 9.980 0.584 -4.405
C: 11.126 1.281 -5.119
O: 11.434 0.627 -6.355
C: 10.589 0.887 -7.386
O: 9.616 1.626 -7.345
O: 10.996 0.166 -8.458
C: 10.127 0.271 -9.584
H: 10.195 -0.483 -4.282
H: 9.809 1.029 -3.421
H: 9.051 0.656 -4.980
H: 12.025 1.226 -4.498
H: 10.913 2.344 -5.284
H: 9.950 1.317 -9.856
H: 9.180 -0.237 -9.372
H: 10.605 -0.227 -10.431
C: -10.410 2.312 -4.906
C: -10.896 3.744 -5.054
O: -11.428 4.236 -3.818
C: -10.510 4.608 -2.889
O: -9.296 4.567 -3.026
O: -11.172 5.006 -1.777
C: -10.316 5.328 -0.682
H: -11.202 1.676 -4.499
H: -10.091 1.910 -5.872
H: -9.565 2.249 -4.213
H: -11.711 3.775 -5.784
H: -10.104 4.404 -5.427
H: -9.555 6.060 -0.973
H: -9.847 4.416 -0.297
H: -10.927 5.764 0.112

Cartesian forces (eV/Å) of the 3 atoms listed first:
-6.800 2.370 -7.083
4.688 -2.901 7.376
0.371 -1.369 1.692

As for the LUMO energy: -1.522 eV. Its frontier orbital gap is 7.70 eV. The largest force on an atom comes out at 10.101 eV/A. Its SMILES is C#CCc1cc2c(cc1CCCF)C(=O)N(CNC)C2=O.CCOC(=O)OC.CCOC(=O)OC.CCOC(=O)OC.CCOC(=O)OC.CCOC(=O)OC.CCOC(=O)OC.CCOC(=O)OC. The value obtained for the HOMO energy is -9.2 eV.